# 1
69
Properties=species:S:1:pos:R:3:forces:R:3 method="wB97M-V/def2-TZVPD" homo_energy_ev=-10.5238 total_charge=+1 orbital_gap_ev=7.43 total_energy_ev=-172332.2683 lumo_ev=-3.09 de_lowest_ev=0.0000
Sc 0.41851 -1.26943 0.32871 0.4 -0.2 -0.1
C -2.86588 -4.39498 0.37917 0.1 -0.1 -0.1
C -2.01783 -3.17591 0.24497 -0.1 0.1 0.0
N -0.73653 -3.18372 0.11906 -0.1 -0.1 -0.1
N -0.12748 -4.40360 -0.00701 -0.1 0.0 -0.1
C 1.10881 -4.42458 0.42128 -0.1 -0.1 0.4
N 1.75568 -5.60842 0.33169 -0.1 0.0 -0.2
S 1.97070 -3.13469 1.20298 -0.1 0.2 -0.1
C -2.65984 -1.84217 0.32972 0.0 0.1 0.0
C -4.02481 -1.68569 0.53816 0.1 0.0 0.0
C -4.54907 -0.40619 0.64647 0.0 0.0 0.0
C -3.70296 0.68439 0.55024 0.0 0.0 0.0
C -2.35289 0.44975 0.34386 0.0 0.0 0.0
N -1.84756 -0.77430 0.22046 0.0 -0.2 0.0
H -2.26238 -5.28714 0.25473 0.0 0.0 0.0
H -3.66612 -4.39537 -0.36231 0.0 0.0 0.0
H -3.32800 -4.40927 1.36853 0.0 0.0 0.0
H 1.21662 -6.41724 0.06708 0.0 0.0 0.0
H 2.59527 -5.74427 0.86339 0.0 0.0 0.0
H -4.66668 -2.54860 0.62829 0.0 0.0 0.0
H -5.60827 -0.26826 0.81732 0.0 0.0 0.0
H -4.06483 1.69742 0.65203 0.0 0.0 0.0
H -1.64230 1.26632 0.29780 0.0 0.0 0.0
C 3.84958 -2.05451 -1.31012 0.0 0.0 0.0
O 2.64988 -1.27600 -1.22821 -0.1 0.0 0.0
C 2.66546 -0.08371 -1.87605 -0.1 0.2 -0.1
C 3.76537 0.51288 -2.44069 0.0 -0.1 0.0
C 3.62853 1.76831 -3.04562 -0.1 0.1 0.0
Br 5.15356 2.58373 -3.79866 0.0 0.0 0.0
C 2.41658 2.40093 -3.10353 0.1 -0.1 0.0
C 1.28488 1.78172 -2.53729 0.0 -0.2 0.0
C 1.39331 0.53502 -1.90312 0.3 0.1 -0.2
O 0.37969 -0.08376 -1.33703 -0.2 0.0 0.0
C -0.01532 2.38537 -2.65880 0.1 0.0 0.1
N -1.16694 1.75957 -2.40561 0.0 0.1 -0.1
C -2.23286 2.60761 -2.67131 -0.1 0.1 0.0
C -3.60710 2.43096 -2.58280 0.0 0.0 0.0
C -4.39236 3.51559 -2.92822 0.0 0.0 0.0
C -3.82993 4.72766 -3.34565 0.0 0.0 0.0
C -2.46206 4.90167 -3.43894 0.0 0.0 0.0
C -1.67482 3.81342 -3.09405 -0.2 0.0 0.0
N -0.29537 3.63266 -3.07098 0.0 -0.2 0.0
H 4.64227 -1.58494 -0.72532 0.0 0.0 0.0
H 4.14972 -2.15440 -2.35427 0.0 0.0 0.0
H 3.60989 -3.02099 -0.88644 0.0 0.0 0.0
H 4.73746 0.04420 -2.40548 0.0 0.0 0.0
H 2.34182 3.35220 -3.61163 0.0 0.0 0.0
H -1.14923 0.81005 -2.04308 0.0 0.0 0.0
H -4.04017 1.49153 -2.26807 0.0 0.0 0.0
H -5.46869 3.42613 -2.87979 0.0 0.0 0.0
H -4.48475 5.54771 -3.60532 0.0 0.0 0.0
H -2.03357 5.83860 -3.76638 0.0 0.0 0.0
H 0.39899 4.32260 -3.29949 0.0 0.0 0.0
O -0.34582 -1.32943 2.46726 -0.1 0.2 0.1
S 0.07993 0.03161 2.85006 -0.2 -0.1 0.3
O -0.99404 0.95303 3.07037 0.1 0.0 0.1
N 1.08481 0.40982 1.64001 -0.2 0.1 -0.2
C 2.32975 0.75949 2.08848 0.2 0.0 0.1
S 3.55303 1.25216 1.13291 0.1 0.0 -0.1
C 2.43813 0.57488 3.56743 0.0 0.0 0.0
C 3.54216 0.80612 4.37307 0.0 0.0 -0.1
C 3.42744 0.54913 5.73071 0.0 0.0 0.0
C 2.23659 0.08142 6.28218 0.0 0.0 0.0
C 1.12161 -0.14092 5.48563 0.0 0.0 0.0
C 1.26445 0.10376 4.13544 0.0 0.0 -0.1
H 4.46052 1.17339 3.93581 0.0 0.0 0.0
H 4.27771 0.71650 6.37791 0.0 0.0 0.0
H 2.18034 -0.10611 7.34558 0.0 0.0 0.0
H 0.18742 -0.49067 5.90254 0.0 0.0 0.0

***

# 2
67
Properties=species:S:1:pos:R:3:forces:R:3 method="wB97M-V/def2-TZVPD" homo_energy_ev="-12.8673 / -12.5613" total_charge=+2 orbital_gap_ev="6.71 / 5.24" total_energy_ev=-106272.2418 lumo_ev="-6.16 / -7.32" de_lowest_ev=0.0000
Pb 0.93742 0.42816 0.21660 -0.3 -0.1 -0.1
C 1.30929 -4.42096 -1.03872 0.0 0.0 0.0
C 1.42922 -3.01056 -0.54126 0.0 0.0 0.0
N 0.44630 -2.18612 -0.50969 0.2 0.0 0.2
N -0.77894 -2.63440 -0.91169 -0.1 0.1 -0.1
C -1.82529 -1.78833 -0.86780 0.3 0.3 -0.3
N -2.96489 -2.32634 -1.25927 0.1 0.0 -0.3
S -2.28492 -0.03148 1.59056 0.4 -1.1 1.5
C 2.73917 -2.50875 -0.04438 0.0 0.0 0.0
C 3.83332 -3.33688 0.15183 0.0 0.0 0.0
C 5.03352 -2.79127 0.59028 0.0 0.0 0.0
C 5.11995 -1.42932 0.81391 0.0 0.0 0.0
C 3.97904 -0.67118 0.61945 0.0 0.0 0.0
N 2.82226 -1.19515 0.21234 0.2 0.2 0.0
H 0.79717 -5.05216 -0.30767 0.0 0.0 0.0
H 2.27634 -4.86493 -1.24483 0.0 0.0 0.0
H 0.75150 -4.45721 -1.97628 0.0 0.0 0.0
H -0.83879 -3.60765 -1.19956 0.0 0.0 0.1
H -3.06727 -3.22812 -1.71649 0.0 -0.1 0.2
H -3.77972 -1.73789 -1.30266 0.0 0.0 0.0
H 3.76488 -4.40081 -0.01163 0.0 0.0 0.0
H 5.89057 -3.43135 0.75028 0.0 0.0 0.0
H 6.03744 -0.96114 1.13927 0.0 0.0 0.0
H 3.99336 0.39933 0.80158 0.0 0.0 0.0
O -4.98359 4.69330 0.76549 0.3 0.1 -0.2
S -4.47682 3.29342 0.62101 -1.1 1.0 0.1
O -0.85781 2.35606 1.79149 3.2 2.4 0.0
N -1.80516 1.62191 -0.90454 1.2 -0.8 -0.6
C -1.67108 1.68369 -2.25960 -0.5 0.7 0.1
C -2.65066 2.33868 -2.99366 0.0 0.1 0.0
C -2.52052 2.55818 -4.36993 -0.1 0.0 0.0
C -1.40006 2.13351 -5.02503 0.0 0.0 0.0
C -0.36903 1.46887 -4.31625 0.0 0.0 0.0
C 0.79292 1.01435 -4.97349 0.0 0.0 0.0
C 1.78642 0.40120 -4.26286 0.0 0.0 0.0
C 1.61712 0.27428 -2.88133 0.0 0.0 -0.1
N 0.53900 0.67537 -2.23106 0.1 -0.2 0.0
C -0.47756 1.24839 -2.92310 -0.1 -0.2 0.0
C -5.92821 2.30429 0.77409 -0.1 -0.2 0.1
C -6.00061 1.32294 1.75696 0.1 -0.1 -0.1
C -7.19753 0.65124 1.96312 0.0 0.0 0.0
C -8.30836 0.96724 1.19530 0.0 0.0 0.0
C -8.23094 1.95135 0.21552 0.0 0.0 0.0
C -7.04224 2.62781 0.00432 0.0 0.0 0.0
H -3.52652 2.69423 -2.46626 0.0 0.0 0.0
H -3.30458 3.08047 -4.89996 0.0 0.0 0.0
H -1.27472 2.30656 -6.08577 0.0 0.0 0.0
H 0.88522 1.16750 -6.04146 0.0 0.0 0.0
H 2.68555 0.03328 -4.73481 0.0 0.0 0.0
H 2.40592 -0.18203 -2.28912 0.0 0.0 0.0
H -5.13526 1.09645 2.36932 0.0 0.1 0.0
H -7.26749 -0.10190 2.73638 0.0 0.0 0.0
H -9.24577 0.45681 1.37098 0.0 0.0 0.0
H -9.10282 2.19812 -0.37482 0.0 0.0 0.0
H -6.98222 3.41884 -0.73181 0.0 0.0 0.0
Cl -2.19663 1.69319 0.53585 -2.4 -1.2 -2.2
C -0.05219 2.37558 2.80580 -1.4 -0.6 1.2
C 0.79613 3.39851 3.21434 0.1 -0.2 0.2
C 1.31379 3.31027 4.49934 0.1 0.0 0.0
C 1.03023 2.24333 5.35302 0.0 0.0 0.0
C 0.29703 1.16793 4.88825 -0.4 0.0 0.0
Cl 0.07706 -0.21563 5.89810 0.0 0.0 -0.1
C -0.29496 1.22605 3.61492 2.4 -0.6 0.5
S -0.41721 -0.26429 2.69038 -1.9 0.5 -0.3
H 1.02533 4.22246 2.55349 -0.2 0.1 0.1
H 1.95839 4.10156 4.86023 0.0 0.0 0.0
H 1.41311 2.22644 6.36286 0.1 0.0 0.0

***

# 3
70
Properties=species:S:1:pos:R:3:forces:R:3 method="wB97M-V/def2-TZVPD" homo_energy_ev=-10.7252 total_charge=+1 orbital_gap_ev=6.48 total_energy_ev=-139124.8534 lumo_ev=-4.25
N -4.11077 2.39401 3.38719 -0.6 -2.9 -1.3
C -4.53537 1.20207 3.05403 -0.4 1.7 1.2
C -3.66464 0.05182 2.37804 -2.0 -0.7 1.7
N -2.84269 0.51263 1.18404 -1.8 -0.6 -0.1
C -2.70668 -0.72331 0.27309 -0.3 -3.0 -1.7
O -2.30838 -1.90041 1.02774 0.8 2.1 -1.9
C -0.94628 -2.27233 0.72721 4.9 -0.9 0.1
C -0.50963 -2.77694 -0.66984 1.5 0.6 2.3
C 0.96801 -3.13015 -0.98805 -0.8 2.7 4.0
C 2.01343 -2.93768 0.14448 -4.0 -0.1 1.1
C 1.57039 -2.45031 1.56120 -2.6 -0.2 -2.2
C 0.08756 -2.09145 1.89928 1.1 -1.5 -4.2
S -1.29127 1.22451 1.61010 9.2 -1.8 2.3
O -0.86936 0.87955 3.01231 -2.9 1.0 -3.7
O -0.21898 0.82596 0.61729 -4.8 1.4 2.0
C -1.31429 3.12566 1.54595 1.5 2.9 0.7
F 0.00322 3.49592 1.12812 -3.5 -1.5 1.0
F -1.47503 3.70690 2.82448 -0.1 -2.0 -3.8
C -2.30822 3.71021 0.42960 0.1 3.4 -1.6
F -2.28456 2.91697 -0.76009 -0.6 1.4 3.4
F -3.60545 3.96933 0.89909 3.1 -1.4 -1.4
F -1.76756 4.97458 0.03718 -1.5 -3.3 1.1
H -4.87524 2.93882 3.82928 0.6 -0.4 -0.3
H -5.63033 0.93968 3.31607 1.8 -0.2 -0.6
H -3.04136 -0.54614 3.14300 -0.7 1.3 -1.4
H -4.41944 -0.71551 1.95503 1.3 1.3 0.6
H -3.45007 1.17591 0.65164 0.7 -0.1 0.3
H -2.04645 -0.53468 -0.63704 -0.5 0.1 1.6
H -3.76370 -0.96478 -0.13240 1.5 0.9 0.9
H -1.31809 -2.88294 -1.48071 1.4 0.1 1.4
H 1.26569 -3.49900 -2.04434 -0.5 2.0 2.6
H 3.13212 -3.15638 -0.05255 -3.4 -0.5 0.7
H 2.35748 -2.32061 2.37580 -1.3 -0.2 -1.3
H -0.26058 -1.71720 2.92306 0.7 -0.7 -1.7
Cl 0.16237 10.09090 5.62658 0.0 -0.1 0.2
C -0.25452 8.43769 5.35403 -0.1 -0.1 -0.2
C -0.19330 7.47757 6.36360 -0.1 -0.3 0.0
Cl 0.29200 7.86273 7.97526 0.0 0.1 -0.1
C -0.53331 6.15540 6.08381 -0.1 0.0 -0.3
C -0.93572 5.79197 4.80295 0.1 0.2 0.2
C -1.00189 6.75080 3.79737 0.1 0.1 0.2
C -0.66130 8.07078 4.07272 -0.1 -0.3 -0.1
H -0.48598 5.40258 6.86328 0.0 0.2 0.0
H -1.19739 4.76317 4.59059 0.1 0.2 0.3
H -1.31846 6.47003 2.79790 0.0 0.1 0.1
H -0.71394 8.81260 3.28309 0.1 0.0 0.2
Cl 1.06199 -5.35396 -2.32817 -0.4 -2.2 -1.1
C 0.53883 -6.03115 -3.83307 0.2 -0.5 -0.2
C -0.68135 -5.69530 -4.41784 0.1 -0.3 -0.3
Cl -1.77192 -4.56397 -3.69743 0.0 0.1 0.2
C -1.05450 -6.27870 -5.62679 0.2 -0.2 -0.1
C -0.21283 -7.19195 -6.25266 0.0 0.1 0.2
C 1.00677 -7.52320 -5.67239 -0.1 0.1 0.1
C 1.38125 -6.94420 -4.46473 -0.1 -0.1 -0.3
H -2.00334 -6.02392 -6.08652 0.1 0.1 0.2
H -0.50834 -7.64485 -7.19307 0.0 0.1 0.1
H 1.66601 -8.23322 -6.16053 -0.1 0.1 0.1
H 2.33349 -7.20869 -4.01750 -0.2 0.1 0.1
Cl 4.38978 -1.88898 -0.58699 2.0 1.3 -0.8
C 4.69878 -1.33462 -2.19510 0.2 0.4 -0.3
C 5.10798 -2.19494 -3.21259 0.0 0.1 -0.2
Cl 5.32812 -3.88916 -2.95565 -0.1 0.0 0.2
C 5.35118 -1.69172 -4.48897 -0.1 0.4 0.0
C 5.18404 -0.33582 -4.75040 0.0 -0.1 0.2
C 4.77042 0.52139 -3.73602 0.0 -0.2 0.1
C 4.52882 0.02249 -2.46060 0.0 0.1 -0.3
H 5.67205 -2.35437 -5.28547 0.0 0.0 0.2
H 5.37614 0.05187 -5.74524 0.0 -0.1 0.1
H 4.63670 1.57880 -3.93864 0.0 -0.1 0.1
H 4.20792 0.69723 -1.67408 0.1 -0.2 0.0